P | ORCA calculation (the ωB97M-V functional and the def2-TZVPD basis) on a cluster of 15 separate species, F6H28O14P in total.

Properties
Molar mass = 397.17 g/mol
Orbital gap = 10.643 eV
E_HOMO = -8.301 eV
LUMO = 0.086 Ha
Total charge = -1

Structure (XYZ):
```
49
Properties=species:S:1:pos:R:3:lowdin_charge:R:1
P 0.02 0.05 -0.29 0.23
F 1.28 1.05 -0.04 -0.16
F 0.95 -1.16 0.29 -0.15
F -0.55 0.30 1.21 -0.14
F -1.11 -1.05 -0.55 -0.12
F -0.97 1.23 -0.83 -0.14
F 0.61 -0.19 -1.78 -0.14
O 3.07 -2.86 -1.11 -0.06
H 3.21 -2.42 -0.26 0.02
H 2.14 -3.12 -1.09 0.04
O 0.64 3.85 -1.03 -0.05
H 1.16 3.04 -1.04 -0.01
H -0.21 3.60 -1.40 0.03
O 3.91 -0.69 -2.34 -0.07
H 3.21 -0.99 -2.92 0.04
H 3.69 -1.05 -1.47 -0.02
O -0.39 -2.62 -2.92 -0.07
H -0.24 -1.91 -2.26 -0.02
H -0.75 -2.16 -3.68 0.03
O 2.00 0.29 2.80 -0.05
H 1.58 -0.07 2.00 -0.01
H 2.23 -0.49 3.33 0.06
O -5.28 -0.78 -0.30 -0.08
H -4.90 -1.58 0.11 -0.01
H -4.71 -0.06 -0.04 0.00
O 3.33 2.09 -1.40 -0.07
H 3.69 1.33 -1.88 0.00
H 2.73 1.69 -0.75 -0.01
O -2.59 -2.21 2.84 -0.07
H -1.77 -2.15 2.33 0.04
H -2.85 -1.28 2.99 0.01
O -4.45 -3.18 1.07 -0.08
H -3.99 -3.77 0.46 0.05
H -3.76 -2.94 1.74 0.01
O -2.96 1.99 0.91 -0.06
H -2.25 1.78 0.26 0.02
H -2.88 2.95 1.01 0.06
O 0.37 2.86 2.18 -0.06
H 0.27 1.96 2.50 0.00
H -0.09 2.87 1.33 -0.01
O -3.48 0.38 3.23 -0.06
H -3.38 0.74 2.32 0.02
H -2.89 0.94 3.75 0.06
O 3.97 -0.49 0.72 -0.05
H 4.63 0.18 0.48 0.06
H 3.38 -0.04 1.35 0.01
O 1.49 1.11 -4.25 -0.06
H 1.43 2.07 -4.27 0.03
H 1.45 0.89 -3.31 -0.01
```

***

Q | ORCA calculation (the ωB97M-V functional and the def2-TZVPD basis) on a cluster of 15 separate species, F6H28O14P in total.

Properties
Molar mass = 397.17 g/mol
Orbital gap = 9.422 eV
E_HOMO = -7.344 eV
LUMO = 0.076 Ha
Total charge = -1

Structure (XYZ):
```
49
Properties=species:S:1:pos:R:3:lowdin_charge:R:1
P 18.76 -25.29 -17.47 0.21
F 19.17 -24.22 -18.59 -0.11
F 17.17 -25.16 -17.73 -0.14
F 18.91 -26.41 -18.64 -0.14
F 18.38 -26.45 -16.40 -0.15
F 20.33 -25.42 -17.06 -0.14
F 18.59 -24.13 -16.36 -0.13
O 19.31 -25.23 -13.98 -0.07
H 18.88 -24.74 -14.70 -0.01
H 19.62 -26.05 -14.40 0.00
O 20.16 -28.24 -14.82 -0.05
H 20.29 -28.10 -15.77 -0.01
H 19.63 -29.04 -14.77 0.04
O 18.83 -22.18 -21.29 -0.04
H 18.70 -23.01 -20.81 0.02
H 18.80 -22.43 -22.22 0.05
O 16.56 -22.00 -18.76 -0.07
H 17.49 -22.06 -18.53 0.02
H 16.38 -22.79 -19.29 -0.01
O 15.64 -24.11 -14.78 -0.05
H 15.59 -24.92 -14.26 0.03
H 16.14 -24.36 -15.56 0.00
O 18.03 -29.03 -19.98 -0.06
H 18.62 -29.44 -19.33 0.02
H 18.56 -28.34 -20.39 0.02
O 16.66 -24.56 -20.29 -0.06
H 17.05 -25.04 -19.54 0.00
H 15.95 -25.13 -20.60 0.05
O 22.70 -26.45 -15.53 -0.05
H 22.13 -26.25 -16.28 0.00
H 22.64 -27.40 -15.42 0.02
O 20.98 -21.25 -19.73 -0.10
H 21.19 -21.87 -19.02 -0.03
H 20.32 -21.69 -20.28 -0.03
O 21.58 -22.98 -17.61 -0.07
H 22.07 -22.94 -16.77 0.03
H 20.83 -23.56 -17.40 -0.01
O 16.11 -28.01 -16.45 -0.05
H 16.15 -28.80 -15.90 0.04
H 16.68 -27.37 -16.00 0.02
O 21.36 -23.01 -14.82 -0.06
H 21.19 -23.85 -14.38 0.03
H 20.52 -22.55 -14.80 0.05
O 20.64 -28.37 -17.69 -0.05
H 19.91 -27.75 -17.84 0.00
H 21.27 -28.14 -18.37 0.06
O 14.25 -26.49 -18.28 -0.07
H 14.78 -26.80 -17.53 -0.01
H 14.60 -27.00 -19.02 0.03
```

***

Most stable structure: P

***

P | ORCA calculation (the ωB97M-V functional and the def2-TZVPD basis) on the ion C4H14N2O with charge +2.

Properties
Molar mass = 106.17 g/mol
Orbital gap = 11.527 eV
E_HOMO = -18.636 eV
LUMO = -0.261 Ha
Total charge = +2
SMILES = [NH3+]CC[C@@H]([NH3+])CO

Structure (XYZ):
```
21
Properties=species:S:1:pos:R:3:lowdin_charge:R:1
N 0.29 -2.47 1.26 0.22
C -0.01 -1.03 1.63 -0.11
C 0.68 -0.08 0.66 -0.10
C -0.19 0.42 -0.55 -0.25
N -1.10 1.52 -0.10 0.24
C 0.53 0.90 -1.82 -0.16
O -0.38 1.76 -2.51 -0.04
H -0.26 -2.69 0.43 0.18
H 1.26 -2.67 1.04 0.18
H -0.05 -3.12 1.97 0.19
H 0.25 -0.87 2.67 0.15
H -1.10 -0.95 1.61 0.14
H 1.61 -0.51 0.28 0.14
H 1.04 0.87 1.07 0.14
H -0.84 -0.43 -0.81 0.16
H -1.96 1.18 0.32 0.18
H -1.37 2.12 -0.90 0.17
H -0.63 2.04 0.65 0.17
H 1.54 1.29 -1.66 0.15
H 0.67 0.10 -2.55 0.14
H 0.02 2.63 -2.68 0.13
```

***

Q | ORCA calculation (the ωB97M-V functional and the def2-TZVPD basis) on a cluster of 2 separate species, C4H14N2O in total.

Properties
Molar mass = 106.17 g/mol
Orbital gap = 11.729 eV
E_HOMO = -18.573 eV
LUMO = -0.252 Ha
Total charge = +2

Structure (XYZ):
```
21
Properties=species:S:1:pos:R:3:lowdin_charge:R:1
C 0.24 -1.32 -1.06 -0.11
C 0.19 -0.20 0.03 -0.13
C -0.17 1.09 -0.66 -0.25
C 0.23 1.62 -1.79 0.15
N -0.84 2.02 0.35 0.25
N 0.96 -2.55 -0.56 0.23
H -0.80 -1.59 -1.23 0.15
H 0.58 -0.92 -1.99 0.11
H -0.50 -0.49 0.82 0.09
H 1.18 -0.13 0.50 0.14
H 0.11 2.67 -2.04 0.11
H 0.98 1.14 -2.42 0.10
H -1.80 1.67 0.47 0.18
H -0.93 3.00 0.10 0.18
H -0.36 1.84 1.23 0.13
H 1.97 -2.42 -0.59 0.19
H 0.73 -2.67 0.41 0.17
H 0.76 -3.32 -1.20 0.19
H -0.30 0.52 3.61 0.09
H -1.40 -0.32 3.19 0.08
O -0.84 0.38 2.81 -0.06
```

***

Most stable structure: P

***

P | ORCA calculation (the ωB97M-V functional and the def2-TZVPD basis) on a cluster of 2 separate species, C5H7NO2S2 in total.

Properties
Molar mass = 177.25 g/mol
Orbital gap (alpha / beta) = 7.491 / 6.099 eV
E_HOMO (alpha / beta) = -7.938 / -7.218 eV
LUMO (alpha / beta) = -0.016 / -0.041 Ha

Structure (XYZ):
```
17
Properties=species:S:1:pos:R:3:lowdin_charge:R:1
C -1.75 1.61 -1.88 0.01
C -0.36 1.71 -2.00 -0.02
C -1.98 0.70 -0.82 -0.42
C 0.20 0.94 -0.97 -0.44
C 2.14 -1.97 2.29 -0.41
N -0.80 0.38 -0.24 0.00
O -3.14 0.19 -0.47 0.11
O 1.42 0.78 -0.55 0.10
S 0.37 -1.35 2.35 0.29
S -0.63 -1.94 0.83 0.20
H -2.54 1.97 -2.47 0.09
H 0.32 2.42 -2.57 0.13
H 2.32 -2.23 3.35 0.03
H 2.92 -1.35 2.05 -0.01
H 2.23 -2.90 1.74 0.03
H -2.87 -0.37 0.33 0.12
H 2.14 1.41 -0.97 0.20
```

***

Q | ORCA calculation (the ωB97M-V functional and the def2-TZVPD basis) on a cluster of 2 separate species, C5H7NO2S2 in total.

Properties
Molar mass = 177.25 g/mol
Orbital gap (alpha / beta) = 4.995 / 5.007 eV
E_HOMO (alpha / beta) = -7.743 / -7.745 eV
LUMO (alpha / beta) = -0.101 / -0.101 Ha

Structure (XYZ):
```
17
Properties=species:S:1:pos:R:3:lowdin_charge:R:1
C 2.31 -0.35 -1.00 -0.18
C 2.73 0.93 -1.09 -0.48
C 1.33 -0.63 -0.03 -0.41
C 0.87 0.61 0.83 -0.52
C -2.85 -0.55 0.59 -0.25
N 0.71 -1.70 0.15 0.16
O -0.34 1.18 0.60 -0.28
O -3.35 2.05 0.15 -0.42
S 2.27 1.87 0.20 0.92
S -2.69 0.95 -0.47 1.06
H 2.38 -0.91 -1.85 0.08
H 3.60 1.15 -1.71 0.08
H -2.75 -1.42 -0.03 0.04
H -2.22 -0.43 1.43 0.04
H -3.93 -0.69 0.82 0.06
H 0.94 -2.46 -0.42 0.03
H 0.99 0.41 1.83 0.08
```

***

R | ORCA calculation (the ωB97M-V functional and the def2-TZVPD basis) on a cluster of 2 separate species, C5H7NO2S2 in total.

Properties
Molar mass = 177.25 g/mol
Orbital gap (alpha / beta) = 7.666 / 7.667 eV
E_HOMO (alpha / beta) = -9.034 / -9.035 eV
LUMO (alpha / beta) = -0.050 / -0.050 Ha

Structure (XYZ):
```
17
Properties=species:S:1:pos:R:3:lowdin_charge:R:1
C 0.08 -0.45 0.10 -0.18
C -0.13 0.78 0.37 -0.02
C -2.23 1.22 -0.56 -1.11
C 1.94 -1.87 -0.80 -0.13
C 1.03 -1.50 0.38 -0.28
N 0.20 1.95 1.08 -0.42
O 0.05 2.04 2.34 0.04
O 0.45 2.93 0.41 0.03
S -2.84 -0.14 -1.05 0.76
S -2.59 2.70 0.04 0.88
H -0.82 -0.91 -0.50 0.04
H 2.89 -2.61 -0.63 0.12
H 2.29 -0.98 -1.39 0.08
H 1.29 -2.33 -1.60 0.07
H 1.73 -1.15 1.13 0.10
H 0.52 -2.43 0.80 0.14
H -3.87 2.76 -0.11 -0.12
```

***

Most stable structure: P